Entry 1:
The following is a DFT calculation (ωB97M-V/def2-TZVPD) of C3H6KO as an isolated structure.

## Properties
Gap between HOMO and LUMO ... 0.36810 Ha
LUMO energy ... -3.835 eV
Relative energy (zero: lowest compared OMol25 entry of this formula, charge and spin) ... 0.00 kcal/mol

```
! wB97M-V def2-TZVPD RIJCOSX def2/J DEFGRID3
* xyz 1 1
O -0.57 1.10 0.76
C -0.09 0.18 0.12
C -0.21 -1.26 0.58
C 0.65 0.40 -1.17
H -0.76 -1.32 1.53
H 0.80 -1.69 0.73
H -0.74 -1.86 -0.17
H 1.69 0.04 -1.08
H 0.16 -0.14 -2.00
H 0.67 1.48 -1.42
K -1.60 3.06 2.12
*
```

=====

Entry 2:
The following is a DFT calculation (ωB97M-V/def2-TZVPD) of C3H6KO2 as an isolated structure at a distorted geometry.

## Properties
Gap between HOMO and LUMO ... 0.15107 Ha
LUMO energy ... 2.480 eV
Relative energy (zero: lowest compared OMol25 entry of this formula, charge and spin) ... 0.00 kcal/mol

```
! wB97M-V def2-TZVPD RIJCOSX def2/J DEFGRID3
* xyz -1 1
O -1.05 -1.75 0.40
C -0.81 -0.67 1.23
C -0.19 0.52 0.51
O 1.02 0.17 -0.15
C 0.91 0.46 -1.60
K 0.08 -1.88 -1.34
H -0.13 -0.94 2.08
H -1.74 -0.29 1.72
H 0.01 1.35 1.22
H 1.96 0.43 -1.95
H 0.68 1.54 -1.73
H -0.74 1.04 -0.40
*
```

=====

Entry 3:
The following is a DFT calculation (ωB97M-V/def2-TZVPD) of an isolated ion of composition C3H6N and charge +1 at a distorted geometry.

## Properties
SMILES string ... C=C[NH+]=C
Gap between HOMO and LUMO ... 0.36524 Ha
LUMO energy ... -5.794 eV
Relative energy (zero: lowest compared OMol25 entry of this formula, charge and spin) ... 7.54 kcal/mol

```
! wB97M-V def2-TZVPD RIJCOSX def2/J DEFGRID3
* xyz 1 1
C 0.30 0.86 -1.26
C -0.05 -0.36 -0.90
N 0.07 -0.75 0.50
C -0.27 -0.02 1.49
H 0.63 1.61 -0.55
H 0.30 1.20 -2.28
H -0.22 -1.26 -1.48
H 0.28 -1.73 0.65
H -0.15 -0.40 2.50
H -0.89 0.85 1.33
*
```